Record 1
Below is a molecular structure, C31H38AsOV at a distorted geometry, with properties calculated with wB97M-V/def2-TZVPD.

```
72
Properties=species:S:1:pos:R:3:forces:R:3:lowdin_charge:R:1
C 0.340 -2.849 -1.632 1.13 0.47 3.52 -0.228
H -0.308 -3.123 -0.761 0.19 -0.48 -0.99 0.126
H -0.104 -2.660 -2.571 -0.88 -0.94 -1.91 0.034
H 0.807 -0.718 -0.004 -0.72 0.08 -0.01 0.094
C 1.837 -3.176 -1.434 0.00 -0.25 0.69 -0.288
H 2.564 -2.657 -2.068 -0.44 0.07 -0.40 0.108
H 2.140 -2.882 -0.397 -0.41 -0.28 -0.68 0.116
C 1.937 -4.692 -1.583 -0.12 -0.03 -0.69 -0.088
H 2.951 -5.069 -1.503 0.09 -0.02 0.09 0.086
H 1.304 -5.111 -0.812 0.03 -0.43 0.13 0.080
H 1.515 -4.989 -2.561 0.31 0.01 0.43 0.094
C 0.043 1.327 -2.347 -0.14 0.54 0.51 -0.251
C 1.145 0.634 -2.906 0.13 -0.39 0.30 -0.238
C 0.630 -0.406 -3.745 -0.46 -0.55 -0.36 -0.248
C -0.803 -0.358 -3.665 0.64 -0.59 0.29 -0.220
C -1.145 0.723 -2.790 -0.24 -0.32 0.47 -0.219
C -2.530 1.106 -2.362 0.20 -0.14 -0.08 0.015
C -1.759 -1.290 -4.371 0.42 0.75 0.21 0.016
C 1.427 -1.340 -4.633 -0.29 0.39 0.16 0.014
C 2.587 0.971 -2.709 -0.01 -0.01 -0.03 0.013
C 0.108 2.515 -1.445 -0.07 0.31 0.32 0.001
V 0.124 -1.003 -1.590 -0.34 2.88 -1.03 0.987
H -2.762 -1.142 -3.999 -0.26 -0.10 -0.01 0.079
H -1.757 -1.095 -5.441 0.01 0.00 -0.09 0.111
H -1.472 -2.315 -4.212 0.02 -0.52 -0.12 0.081
H -3.268 0.422 -2.784 0.00 0.22 0.04 0.083
H -2.617 1.072 -1.271 0.00 0.13 -0.08 0.071
H -2.750 2.123 -2.693 -0.07 -0.07 0.04 0.112
H 1.128 2.685 -1.081 -0.23 0.04 -0.12 0.082
H -0.232 3.429 -1.967 0.16 -0.38 0.19 0.114
H -0.539 2.368 -0.562 0.17 0.15 -0.39 0.071
H 3.233 0.159 -3.040 0.03 0.08 0.01 0.086
H 2.843 1.870 -3.280 0.00 -0.10 0.05 0.119
H 2.796 1.174 -1.660 0.06 0.08 -0.02 0.063
H 1.301 -2.375 -4.325 0.05 -0.21 -0.10 0.081
H 1.103 -1.263 -5.677 -0.02 0.04 0.23 0.110
H 2.485 -1.094 -4.600 0.04 -0.06 0.00 0.085
O -1.078 0.183 0.480 0.96 -1.18 -1.75 -0.395
As -0.560 0.540 2.062 0.96 0.25 1.72 1.304
C -0.611 -1.088 3.159 -0.22 0.19 -0.08 -0.296
C -1.730 -1.918 3.021 0.05 -0.29 0.04 -0.101
C -1.781 -3.137 3.710 0.03 0.19 -0.12 -0.054
C -0.723 -3.520 4.547 -0.13 0.24 -0.25 -0.046
C 0.371 -2.668 4.717 -0.19 0.27 -0.24 -0.051
C 0.422 -1.439 4.036 0.06 -0.11 -0.08 -0.081
C 1.231 1.368 2.144 -0.43 0.29 0.97 -0.294
C 1.523 2.229 3.226 0.17 0.27 0.05 -0.091
C 2.778 2.900 3.266 -1.07 -0.57 0.05 -0.038
C 3.700 2.676 2.247 -0.29 0.00 0.15 -0.039
C 3.404 1.770 1.217 0.59 0.51 0.37 -0.058
C 2.194 1.113 1.178 -0.41 0.18 0.33 -0.139
C -1.936 1.861 2.297 -0.66 0.26 -0.65 -0.291
C -3.233 1.453 1.885 0.58 0.20 0.41 -0.099
C -4.262 2.384 1.839 -0.25 -0.29 -0.11 -0.055
C -4.018 3.728 2.130 0.42 -0.03 0.16 -0.042
C -2.722 4.157 2.429 0.60 -0.69 0.00 -0.036
C -1.662 3.216 2.482 -0.15 0.44 0.21 -0.078
H -2.553 -1.619 2.369 0.17 -0.20 0.16 0.095
H -2.649 -3.793 3.581 0.37 0.30 0.09 0.120
H -0.760 -4.484 5.062 0.03 0.40 -0.16 0.123
H 1.188 -2.962 5.373 -0.20 0.17 -0.15 0.119
H 1.268 -0.769 4.185 -0.11 -0.20 -0.07 0.105
H 0.786 2.400 4.044 0.64 -0.14 -0.73 0.124
H 2.983 3.586 4.101 -0.02 -0.40 -0.50 0.126
H 4.649 3.212 2.276 -0.22 -0.24 -0.14 0.124
H 4.148 1.602 0.451 0.01 -0.11 -0.03 0.112
H 1.961 0.386 0.422 0.23 -0.01 -0.41 0.026
H -3.397 0.424 1.580 -0.18 0.13 0.23 0.091
H -5.269 2.038 1.570 0.49 0.28 0.10 0.125
H -4.833 4.444 2.116 0.09 -0.08 -0.04 0.121
H -2.503 5.209 2.623 -0.14 -0.35 -0.09 0.121
H -0.627 3.546 2.660 -0.72 -0.05 -0.01 0.097
```
Positions in Å, forces in eV/Å.

Results
- multiplicity = 3
- lowest unoccupied orbital energy (alpha / beta) (eV) = -7.354 / -9.273
- HOMO-LUMO gap (alpha / beta) (eV) = 6.82 / 5.07
- total charge = +2

Record 2
Below is a molecular structure, C31H38BF4N2P2Si2Ti, with properties calculated with wB97M-V/def2-TZVPD.

```
81
Properties=species:S:1:pos:R:3:forces:R:3:lowdin_charge:R:1
Ti -1.026 -0.740 -1.416 0.44 0.29 0.41 0.946
C 1.186 -3.487 -3.067 0.10 0.10 0.05 -0.159
Si 2.024 -1.969 -2.348 -0.08 0.04 -0.01 0.363
C 3.665 -2.525 -1.616 -0.10 0.02 -0.15 -0.162
C 2.332 -0.709 -3.709 0.02 -0.14 0.07 -0.173
N 0.963 -1.196 -1.195 -0.04 -0.43 -0.16 -0.334
P 0.783 -1.312 0.424 -0.04 0.05 0.06 0.680
C -0.814 -0.830 0.731 -0.12 -0.06 -0.38 -0.436
P -1.241 0.798 0.645 0.16 0.37 0.06 0.691
N -1.086 1.195 -0.947 -0.33 0.15 -0.11 -0.329
Si -1.418 2.517 -2.037 0.01 0.08 0.12 0.368
C -1.825 4.110 -1.127 0.04 -0.08 -0.15 -0.163
C -2.859 2.104 -3.163 0.15 0.03 0.02 -0.168
C 0.131 2.758 -3.076 -0.11 -0.07 0.04 -0.165
C -2.942 1.052 1.201 -0.02 0.00 -0.01 -0.282
C -3.795 -0.042 1.289 0.01 -0.11 -0.03 -0.073
C -5.122 0.136 1.647 -0.01 0.00 0.00 -0.070
C -5.603 1.407 1.924 -0.01 0.03 0.01 -0.081
C -4.754 2.503 1.848 0.00 -0.01 -0.01 -0.076
C -3.427 2.327 1.488 -0.01 0.01 0.02 -0.090
C -0.295 1.972 1.658 -0.11 -0.05 0.04 -0.289
C -0.525 2.011 3.032 -0.04 -0.06 0.04 -0.084
C 0.178 2.891 3.836 0.01 0.01 0.00 -0.077
C 1.120 3.743 3.272 0.01 0.02 0.02 -0.081
C 1.358 3.704 1.908 0.02 -0.02 -0.01 -0.074
C 0.651 2.820 1.104 0.11 0.01 -0.13 -0.094
C 1.031 -3.022 0.952 0.14 0.07 0.11 -0.280
C 2.248 -3.478 1.448 0.06 -0.05 0.02 -0.094
C 2.413 -4.817 1.776 -0.03 0.01 -0.01 -0.079
C 1.362 -5.707 1.603 0.04 0.05 0.00 -0.081
C 0.147 -5.253 1.107 -0.01 -0.08 0.00 -0.072
C -0.021 -3.916 0.789 -0.08 -0.15 0.01 -0.075
C 2.077 -0.362 1.263 -0.01 -0.01 -0.13 -0.297
C 3.007 0.356 0.524 0.06 0.05 -0.01 -0.091
C 3.996 1.092 1.162 -0.04 0.03 0.00 -0.076
C 4.040 1.134 2.546 0.01 0.03 0.02 -0.081
C 3.093 0.442 3.291 0.03 0.02 0.05 -0.075
C 2.119 -0.306 2.653 -0.07 -0.07 0.07 -0.086
H 1.791 -3.925 -3.864 0.04 -0.02 -0.02 0.034
H 0.205 -3.255 -3.482 0.00 0.02 -0.01 0.017
H 1.050 -4.250 -2.296 0.00 -0.01 0.05 0.030
H 4.300 -2.841 -2.448 0.03 -0.02 0.00 0.034
H 3.543 -3.384 -0.957 -0.05 -0.01 0.02 0.018
H 4.203 -1.752 -1.070 -0.01 0.10 0.04 0.020
H 3.059 -1.092 -4.428 0.02 0.00 -0.04 0.030
H 2.717 0.232 -3.311 0.03 0.01 0.05 0.023
H 1.418 -0.481 -4.261 -0.06 -0.03 0.01 0.023
H -2.821 4.075 -0.688 -0.05 -0.03 0.01 0.019
H -1.819 4.928 -1.852 0.00 0.04 -0.01 0.035
H -1.112 4.361 -0.340 0.03 -0.03 0.00 0.018
H -3.768 1.897 -2.596 0.00 0.01 0.06 0.035
H -2.670 1.237 -3.800 0.04 -0.01 0.02 0.030
H -3.053 2.954 -3.821 -0.03 0.02 -0.03 0.034
H 1.000 2.991 -2.457 0.01 0.03 0.05 0.023
H 0.006 3.567 -3.798 -0.02 0.05 -0.01 0.032
H 0.376 1.854 -3.640 -0.03 -0.02 0.02 0.016
H -3.403 -1.031 1.082 -0.01 0.02 0.01 0.096
H -5.779 -0.720 1.713 -0.02 -0.02 0.00 0.106
H -6.638 1.543 2.207 -0.01 0.01 0.00 0.103
H -5.121 3.496 2.073 -0.02 0.00 0.01 0.104
H -2.768 3.185 1.450 0.03 -0.01 -0.01 0.099
H -1.265 1.355 3.477 -0.01 -0.02 -0.03 0.117
H -0.012 2.917 4.901 0.00 0.01 0.02 0.105
H 1.666 4.436 3.899 0.01 0.00 0.00 0.104
H 2.095 4.360 1.464 0.02 0.02 0.00 0.108
H 0.841 2.792 0.037 -0.01 -0.04 0.03 0.092
H 3.077 -2.794 1.581 -0.03 0.03 0.00 0.106
H 3.362 -5.159 2.168 0.00 -0.03 0.00 0.104
H 1.488 -6.751 1.858 0.01 -0.02 0.00 0.102
H -0.676 -5.943 0.975 0.00 0.00 0.00 0.106
H -0.980 -3.570 0.427 -0.04 0.08 -0.03 0.091
H 2.947 0.358 -0.555 -0.01 -0.07 -0.09 0.089
H 4.720 1.644 0.576 0.02 0.01 0.00 0.105
H 4.802 1.716 3.048 0.01 0.00 0.00 0.104
H 3.115 0.486 4.372 0.01 0.00 0.00 0.107
H 1.385 -0.847 3.240 -0.01 -0.01 -0.02 0.120
F -1.669 -1.787 -3.135 -0.05 -0.01 -0.10 -0.016
B -2.996 -2.059 -2.482 0.38 0.13 0.03 -1.205
F -2.643 -2.870 -1.416 -0.03 -0.24 0.10 0.153
F -3.238 -0.767 -1.923 -0.13 0.04 0.06 0.078
F -3.904 -2.508 -3.345 -0.18 -0.06 -0.10 0.249
```
Positions in Å, forces in eV/Å.

Results
- multiplicity = 2
- lowest unoccupied orbital energy (alpha / beta) (eV) = 0.451 / 0.542
- HOMO-LUMO gap (alpha / beta) (eV) = 8.22 / 8.74
- total charge = 0

Record 3
Below is a molecular structure, C31H38BrIrN3O7P, with properties calculated with wB97M-V/def2-TZVPD.

```
82
Properties=species:S:1:pos:R:3:forces:R:3:lowdin_charge:R:1
Ir 0.787 1.113 0.327 0.44 0.20 -0.12 1.565
C -1.083 3.261 1.067 0.09 0.00 0.04 -0.060
N 0.398 3.052 1.138 -0.18 -0.08 -0.13 -0.313
C 1.013 4.134 0.308 -0.03 0.00 0.01 -0.159
C 2.512 4.101 -0.001 0.02 -0.08 0.03 -0.126
C 3.029 2.870 -0.781 -0.08 0.07 -0.01 -0.173
N 1.928 1.995 -1.157 0.25 -0.29 0.19 -0.106
C 1.792 1.702 -2.407 -0.02 0.03 0.05 -0.039
C 0.697 1.020 -3.016 0.02 -0.02 0.02 -0.160
C 0.787 0.624 -4.361 -0.02 -0.02 -0.01 -0.027
C -0.306 0.107 -5.010 0.04 0.00 0.01 -0.078
C -1.524 0.032 -4.322 -0.03 0.00 0.03 -0.047
C -1.644 0.435 -3.009 -0.02 -0.06 -0.08 0.001
C -0.521 0.906 -2.315 0.08 0.05 0.07 -0.335
O -0.641 1.304 -1.067 -0.27 0.09 0.12 -0.228
C 0.741 3.164 2.589 -0.01 -0.10 -0.05 -0.170
C 2.196 3.010 3.040 -0.05 -0.09 -0.07 -0.127
C 2.978 1.869 2.368 -0.11 0.04 0.09 -0.161
N 2.053 0.829 1.933 0.29 -0.40 -0.57 -0.094
C 2.117 -0.320 2.521 -0.05 0.38 -0.01 -0.045
C 1.069 -1.295 2.517 0.05 -0.15 0.05 -0.112
C 1.267 -2.512 3.191 0.10 0.17 -0.13 -0.005
C 0.207 -3.334 3.479 -0.10 -0.01 -0.03 -0.030
C -1.103 -2.923 3.159 -0.04 -0.03 0.04 -0.027
C -1.339 -1.738 2.519 -0.03 -0.05 0.09 0.012
C -0.251 -0.922 2.128 -0.01 -0.01 -0.19 -0.285
O -0.511 0.157 1.460 -0.20 0.17 0.21 -0.145
H -1.327 4.240 1.485 -0.03 0.00 -0.01 0.105
H -1.577 2.476 1.636 0.00 0.01 0.01 0.088
H -1.410 3.194 0.036 0.02 -0.03 -0.04 0.087
H 0.787 5.084 0.802 -0.01 0.01 -0.01 0.137
H 0.463 4.119 -0.633 0.01 0.00 -0.02 0.127
H 3.108 4.261 0.894 0.00 -0.02 0.01 0.094
H 2.670 4.990 -0.613 0.02 0.00 0.00 0.124
H 3.740 2.278 -0.209 0.03 0.02 -0.02 0.103
H 3.555 3.194 -1.679 -0.02 0.02 -0.01 0.123
H 2.572 2.059 -3.079 -0.02 0.05 -0.01 0.146
H 1.734 0.734 -4.878 0.00 0.00 0.00 0.120
H -0.238 -0.212 -6.040 0.00 0.00 0.00 0.106
H -2.401 -0.345 -4.834 0.00 0.00 0.00 0.114
H -2.597 0.392 -2.500 0.02 0.00 0.02 0.088
H 0.143 2.392 3.073 -0.02 0.01 0.02 0.120
H 0.366 4.130 2.936 0.02 0.01 0.03 0.133
H 2.134 2.816 4.113 0.02 0.01 0.00 0.124
H 2.749 3.942 2.935 0.01 -0.01 -0.03 0.110
H 3.718 1.457 3.055 -0.05 -0.02 0.03 0.130
H 3.516 2.234 1.506 0.04 0.00 0.00 0.077
H 2.967 -0.517 3.173 -0.05 0.03 0.03 0.151
H 2.272 -2.782 3.490 -0.01 -0.01 0.01 0.128
H 0.368 -4.279 3.977 0.01 0.00 0.01 0.118
H -1.939 -3.556 3.424 0.01 -0.01 0.00 0.124
H -2.342 -1.417 2.266 0.04 -0.02 0.00 0.098
C -6.141 -0.682 -1.128 -0.02 -0.01 0.01 -0.104
O -5.016 0.170 -0.865 0.12 0.00 0.10 -0.359
P -3.722 -0.336 -0.040 -0.17 0.18 -0.11 0.833
O -3.528 -1.781 -0.759 -0.04 -0.01 0.10 -0.333
C -2.286 -2.470 -0.642 0.05 0.02 -0.04 -0.113
O -4.399 -0.904 1.357 -0.08 -0.20 -0.09 -0.385
C -5.019 0.034 2.234 0.07 0.04 0.02 -0.137
H -6.939 -0.042 -1.494 0.00 -0.01 0.00 0.088
H -6.461 -1.190 -0.218 -0.01 0.00 0.00 0.083
H -5.880 -1.423 -1.881 -0.01 0.00 -0.01 0.083
H -2.296 -3.269 -1.379 0.03 0.02 -0.03 0.093
H -2.175 -2.909 0.350 -0.03 -0.03 -0.06 0.071
H -1.444 -1.800 -0.840 0.02 -0.01 0.03 0.063
H -5.449 0.874 1.685 -0.02 0.00 0.00 0.078
H -4.298 0.414 2.962 0.00 0.02 0.00 0.077
H -5.816 -0.484 2.762 0.01 0.00 0.00 0.089
Br 4.478 -6.052 -1.167 0.01 -0.01 0.00 0.755
C 3.150 -4.770 -1.575 -0.02 0.01 0.01 -0.678
C 2.141 -5.091 -2.470 0.01 -0.02 -0.01 -0.115
C 1.168 -4.147 -2.766 -0.01 0.00 0.02 -0.057
C 1.193 -2.901 -2.160 0.05 -0.04 0.00 -0.017
C 2.214 -2.593 -1.266 -0.03 -0.01 -0.22 -0.128
C 3.204 -3.524 -0.976 0.01 0.01 -0.04 -0.063
C 2.283 -1.257 -0.601 -0.40 -0.12 0.36 -0.532
O 3.303 -0.866 -0.058 -0.29 0.35 -0.15 0.057
O 1.108 -0.641 -0.611 0.59 -0.07 0.50 -0.182
H 2.121 -6.068 -2.933 0.00 0.00 0.00 0.105
H 0.387 -4.391 -3.474 -0.01 0.00 0.00 0.111
H 0.438 -2.160 -2.385 -0.01 0.01 -0.02 0.103
H 4.002 -3.264 -0.295 0.00 0.00 0.00 0.113
```
Positions in Å, forces in eV/Å.

Results
- multiplicity = 2
- lowest unoccupied orbital energy (alpha / beta) (eV) = -3.160 / -5.673
- HOMO-LUMO gap (alpha / beta) (eV) = 7.38 / 4.85
- total charge = +1